{
  "formula": "C4H14N4",
  "method": "ωB97M-V/def2-TZVPD",
  "symbols": ["C", "C", "C", "C", "N", "N", "N", "N", "H", "H", "H", "H", "H", "H", "H", "H", "H", "H", "H", "H", "H", "H"],
  "coordinates": [[-0.21663, 1.54775, 0.22051], [-1.41593, -1.65120, 0.35643], [-0.03523, 0.47276, -0.84621], [-0.07904, -1.03660, 0.52234], [-1.41795, 1.86203, 0.61930], [1.21443, 0.26979, -1.45781], [0.83490, 2.18133, 0.70511], [1.06161, -1.84255, 0.02354], [-2.29746, -1.09337, 0.66672], [-1.58449, -2.62969, 0.82542], [-1.52175, -1.79491, -0.67007], [-0.91906, 0.44651, -1.49019], [0.14930, -0.57784, 1.48751], [-2.15317, 1.21808, 0.38815], [-1.51167, 2.71147, 1.21030], [1.03976, 0.18679, -2.48798], [2.05453, 0.98908, -1.55607], [1.80061, 2.10641, 0.34659], [0.63401, 2.85622, 1.47403], [1.60062, -1.30161, -0.65156], [1.09302, -2.70594, -0.56172], [1.66960, -2.21451, 0.87567]],
  "forces_ev_per_a": [[1.72, -0.24, -1.80], [-0.62, -0.89, 0.91], [0.16, -0.61, 3.96], [-0.59, 1.63, -2.23], [0.35, 0.68, 0.66], [2.09, 1.80, -3.33], [-0.02, 0.76, 0.82], [2.12, -2.69, 2.85], [0.36, 0.56, 0.27], [0.50, 0.14, 0.15], [-0.52, -0.57, -1.87], [0.31, -0.47, 0.13], [0.31, -0.31, -0.24], [-0.69, 0.48, 0.11], [-0.66, -1.18, -0.46], [0.12, -0.44, 1.04], [-2.48, -1.37, 1.21], [-1.09, 0.09, 0.37], [0.84, -0.64, -0.89], [0.91, 1.80, -0.11], [-1.96, 0.08, 0.52], [-1.15, 1.40, -2.06]],
  "total_charge": 2,
  "largest_force_ev_per_a": 4.45,
  "gap_ev": 10.54,
  "multiplicity": 1
}


{
  "formula": "C20H30F16O4Si",
  "method": "ωB97M-V/def2-TZVPD",
  "symbols": ["F", "C", "F", "C", "F", "F", "C", "O", "C", "F", "F", "C", "F", "F", "H", "H", "H", "H", "F", "C", "F", "C", "F", "F", "C", "O", "C", "F", "F", "C", "F", "F", "H", "H", "H", "H", "C", "C", "C", "C", "C", "C", "C", "Si", "C", "C", "O", "C", "O", "H", "H", "H", "H", "H", "H", "H", "H", "H", "H", "H", "H", "H", "H", "H", "H", "H", "H", "H", "H", "H", "H"],
  "coordinates": [[-0.66538, 0.64647, 2.20558], [-0.40675, 0.71484, 3.52480], [0.89169, 0.35079, 3.67796], [-1.31176, -0.18035, 4.37676], [-1.04809, -1.49369, 4.16471], [-0.99119, 0.05220, 5.68603], [-2.83357, 0.04124, 4.24660], [-3.56520, -0.78453, 3.31833], [-3.53400, -0.42781, 1.95223], [-3.11167, 0.84880, 1.84368], [-4.82328, -0.42572, 1.53760], [-2.73685, -1.41253, 1.09038], [-1.50174, -1.64752, 1.58268], [-2.56289, -0.92387, -0.16540], [-0.49158, 1.75897, 3.83475], [-3.25846, -0.22718, 5.21810], [-3.08377, 1.09608, 4.11835], [-3.24437, -2.37549, 1.01232], [-4.78273, 6.43183, 2.87769], [-4.88147, 5.25520, 3.51954], [-4.85886, 5.54138, 4.84660], [-3.76263, 4.26869, 3.17200], [-2.56745, 4.68876, 3.65592], [-4.03614, 3.09903, 3.83167], [-3.58779, 3.90708, 1.68155], [-2.62428, 4.65855, 0.91896], [-3.01449, 5.92730, 0.43304], [-4.35710, 6.01608, 0.47957], [-2.68903, 5.94135, -0.88086], [-2.29801, 7.08941, 1.12944], [-2.37985, 7.01564, 2.47634], [-2.85025, 8.27839, 0.77597], [-5.86044, 4.82587, 3.29500], [-3.19296, 2.88731, 1.66337], [-4.54513, 3.84044, 1.15857], [-1.23876, 7.11643, 0.86834], [4.64184, -4.09032, -0.52313], [5.03451, -4.30240, -2.07782], [3.85790, -5.09605, -2.88338], [3.07713, -3.93364, -3.72816], [1.51049, -4.26616, -3.94272], [0.76412, -3.78959, -2.56878], [0.15537, -2.30841, -2.79447], [0.84562, -0.98013, -1.59147], [2.67829, -0.49975, -1.91509], [3.01398, -0.20102, -3.45570], [4.17425, 0.71416, -3.46681], [5.36044, 0.02422, -3.09394], [5.84962, 0.05192, -1.93292], [5.57521, -3.68511, 0.02532], [4.31587, -5.10998, -0.10261], [3.79650, -3.31088, -0.39776], [5.17417, -3.23449, -2.50439], [6.05789, -4.80956, -2.20925], [3.11048, -5.59493, -2.18125], [4.29565, -5.85177, -3.63594], [3.10291, -3.01205, -3.02906], [3.65589, -3.75351, -4.69466], [1.10809, -3.71256, -4.86318], [1.36845, -5.38550, -4.14497], [1.53619, -3.81030, -1.70622], [-0.04024, -4.58358, -2.33796], [0.25489, -1.99299, -3.88820], [-0.97889, -2.38839, -2.57996], [0.72952, -1.43615, -0.20566], [0.05543, 0.24860, -1.85175], [3.43623, -1.29644, -1.55257], [2.89448, 0.45784, -1.31341], [3.34491, -1.12146, -4.05538], [2.15818, 0.27882, -4.04547], [5.89083, -0.61785, -3.87942]],
  "forces_ev_per_a": [[-0.13, -0.07, 0.02], [0.86, 0.47, 0.09], [-0.20, -0.17, 0.25], [-0.52, -1.00, -0.03], [0.15, 0.27, -0.13], [-0.02, 0.42, -0.32], [-0.69, 0.10, 0.38], [1.01, 0.33, -1.13], [-0.78, 0.52, 1.94], [0.05, -0.33, -0.55], [0.38, -0.33, -0.20], [0.64, -0.65, -0.59], [-0.36, 0.07, 0.14], [-0.34, 0.25, 0.20], [-0.18, 0.00, 0.14], [0.19, -0.18, -0.16], [0.26, -0.12, -0.18], [-0.28, 0.13, 0.16], [0.08, -0.12, -0.03], [-0.67, 0.21, 0.66], [0.22, -0.31, -0.02], [1.06, 0.20, -0.45], [-0.30, 0.04, 0.07], [-0.43, 0.17, -0.11], [0.24, -0.52, -0.58], [-0.61, 1.20, 0.56], [-0.48, -1.94, -0.35], [0.16, 0.53, -0.10], [0.26, 0.30, 0.39], [0.45, 0.84, 0.47], [0.04, -0.24, -0.26], [-0.13, -0.38, -0.29], [0.05, -0.20, -0.12], [0.08, 0.44, 0.13], [0.00, 0.27, 0.19], [-0.04, -0.24, -0.22], [0.61, -0.15, -0.54], [-0.27, 0.17, 0.25], [0.33, 1.65, -0.79], [-0.41, -0.70, 0.84], [0.84, 0.12, 0.53], [0.15, -0.58, -1.18], [-0.89, -1.03, 0.28], [0.41, -0.18, -1.16], [0.90, -0.16, -0.55], [0.17, -0.41, 0.31], [1.44, -1.35, 0.31], [0.86, 0.02, 3.59], [-2.13, 0.27, -4.76], [-1.62, -0.74, -0.68], [0.50, 1.68, -0.35], [1.26, -1.38, -0.26], [-0.26, -1.77, 0.38], [-1.60, 0.56, 0.48], [1.17, 0.53, -0.83], [-0.75, 1.02, 1.35], [0.08, -1.27, -1.47], [-0.83, -0.04, 1.27], [0.43, -0.71, 1.44], [0.23, 1.53, 0.38], [-1.25, -0.03, -1.34], [1.07, 1.52, -0.16], [-0.09, -0.40, 1.48], [1.67, 0.35, -0.40], [-0.10, -0.07, 0.25], [-0.01, 0.02, 0.18], [-1.27, 1.26, -0.41], [-0.28, -1.39, -0.97], [-0.76, 1.00, 1.03], [1.38, -0.32, 0.99], [-1.02, 0.95, 0.54]],
  "smiles": "FC(F)C(F)(F)COC(F)(F)C(F)F.FC(F)C(F)(F)COC(F)(F)C(F)F.CCCCCCC[SiH2]CCOC=O",
  "total_charge": 0,
  "largest_force_ev_per_a": 5.22,
  "gap_ev": 10.85,
  "multiplicity": 1
}


{
  "formula": "C28H55CaN4P2SSi2",
  "method": "ωB97M-V/def2-TZVPD",
  "symbols": ["Ca", "C", "P", "C", "C", "C", "P", "C", "C", "H", "H", "H", "H", "H", "H", "H", "H", "H", "H", "H", "H", "H", "H", "H", "H", "C", "C", "C", "N", "H", "H", "H", "H", "H", "C", "S", "C", "H", "H", "H", "H", "H", "H", "C", "C", "C", "C", "C", "C", "H", "H", "H", "H", "H", "H", "H", "H", "H", "N", "C", "C", "C", "N", "C", "N", "C", "Si", "C", "C", "C", "Si", "C", "C", "C", "H", "H", "H", "H", "H", "H", "H", "H", "H", "H", "H", "H", "H", "H", "H", "H", "H", "H", "H"],
  "coordinates": [[0.20411, -0.02606, 0.18195], [-2.49916, -2.17642, -2.34619], [-1.92211, -0.43578, -2.32899], [-3.51849, 0.45277, -2.20913], [-1.56758, -0.25923, -4.13487], [-0.43738, -1.19849, -4.60062], [0.96252, -1.24764, -3.39231], [2.23132, -2.09024, -4.42470], [1.51438, 0.48986, -3.57257], [-3.21035, -2.34103, -3.15926], [-2.98646, -2.42061, -1.40585], [-1.64449, -2.84419, -2.46793], [-4.25739, 0.06524, -2.91293], [-3.36254, 1.51666, -2.39162], [-3.90962, 0.33751, -1.19587], [-1.30314, 0.78400, -4.32576], [-2.48390, -0.46153, -4.69650], [-0.05820, -0.88070, -5.57665], [-0.81592, -2.21590, -4.72127], [2.34753, -1.61633, -5.40325], [1.96671, -3.13981, -4.56432], [3.18808, -2.05416, -3.89955], [1.74986, 0.74069, -4.61105], [2.38125, 0.65673, -2.94080], [0.73676, 1.16279, -3.20702], [2.44577, 1.49352, 5.07594], [2.28615, 1.37000, 3.56300], [1.88672, 0.02922, 3.14087], [1.55156, -1.00845, 2.77628], [2.71933, 2.51739, 5.32861], [3.22495, 0.82794, 5.44807], [1.51353, 1.25307, 5.58900], [3.21327, 1.61483, 3.04048], [1.50590, 2.03201, 3.17759], [-0.94554, -4.78521, 1.21415], [-0.42762, -4.00405, 2.74918], [1.31021, -4.46788, 2.73483], [-0.80269, -5.86662, 1.24568], [-0.40456, -4.36155, 0.36603], [-2.00718, -4.57118, 1.08563], [1.76942, -4.19917, 1.78281], [1.44793, -5.53398, 2.92249], [1.80259, -3.89237, 3.51967], [-0.97252, 3.70803, 4.51248], [-1.75846, 2.49533, 4.00285], [-1.72953, 1.38205, 5.06253], [-3.21625, 2.90438, 3.74931], [-1.16170, 2.00001, 2.74580], [-0.66087, 1.58404, 1.70196], [-1.44312, 4.11475, 5.41373], [-0.93617, 4.48990, 3.75014], [0.05303, 3.42875, 4.76159], [-2.12017, 1.75256, 6.01604], [-0.70773, 1.02396, 5.22044], [-2.33945, 0.53412, 4.74616], [-3.67476, 3.26716, 4.67586], [-3.78914, 2.04760, 3.39185], [-3.26791, 3.69520, 2.99775], [-1.61329, -1.55111, 0.66461], [-2.67838, -1.58173, 1.11798], [-3.98756, -1.66276, 1.60297], [-4.27560, -1.35816, 2.95926], [-4.51493, -1.11147, 4.06187], [-5.01089, -1.94892, 0.66159], [-5.82723, -2.16246, -0.12953], [1.11702, 3.47501, -1.04229], [2.74609, 2.65234, -0.57291], [3.45700, 3.71746, 0.82523], [3.91538, 2.97151, -2.02583], [2.52745, 0.91529, -0.07808], [3.82006, -0.36320, -0.10080], [4.93908, -0.29961, -1.62584], [3.09825, -2.11197, -0.10520], [5.01184, -0.32471, 1.37262], [1.22291, 4.56242, -1.13898], [0.34814, 3.26977, -0.28815], [0.75396, 3.09241, -2.00544], [3.66564, 4.73914, 0.48543], [4.38989, 3.28895, 1.21095], [2.74552, 3.78652, 1.65923], [3.88854, 4.04715, -2.24017], [3.64043, 2.44861, -2.95004], [4.94878, 2.71027, -1.78601], [2.16909, 1.02473, 0.96826], [4.38548, -0.23162, -2.56747], [5.55174, -1.20843, -1.66739], [5.61862, 0.55487, -1.58295], [2.56849, -2.32907, -1.04814], [2.40005, -2.24965, 0.71997], [3.88944, -2.86182, 0.01339], [5.46963, 0.66717, 1.47725], [5.81699, -1.06125, 1.26105], [4.48201, -0.55656, 2.30478]],
  "forces_ev_per_a": [[-0.06, -0.26, -0.20], [0.01, -0.02, 0.01], [-0.04, -0.01, 0.03], [0.01, -0.01, 0.10], [0.09, -0.10, -0.05], [-0.09, 0.15, 0.03], [0.02, 0.09, -0.04], [0.04, 0.00, 0.05], [0.00, 0.00, -0.02], [0.02, 0.02, -0.02], [-0.01, 0.01, -0.01], [-0.02, 0.00, 0.03], [0.01, -0.01, -0.01], [0.01, 0.01, 0.01], [0.00, 0.01, -0.04], [0.05, -0.03, 0.01], [-0.02, 0.00, -0.01], [-0.01, 0.00, -0.03], [-0.04, -0.01, 0.04], [-0.02, 0.00, 0.03], [-0.01, 0.02, 0.01], [-0.01, -0.01, -0.02], [-0.02, -0.01, 0.00], [0.08, 0.01, 0.03], [0.01, -0.03, -0.01], [-0.04, -0.01, 0.06], [0.03, -0.06, 0.00], [-0.09, 0.01, 0.05], [0.02, 0.01, -0.07], [0.00, 0.00, 0.00], [-0.01, 0.00, -0.01], [0.06, 0.01, -0.03], [0.01, -0.02, 0.00], [-0.04, 0.03, 0.02], [-0.04, -0.01, -0.03], [-0.03, -0.06, 0.07], [0.06, 0.04, 0.02], [0.00, 0.02, 0.00], [-0.01, 0.00, 0.02], [0.05, -0.01, 0.01], [0.00, 0.01, 0.02], [-0.01, 0.01, -0.01], [-0.03, -0.05, -0.05], [0.01, 0.09, -0.01], [-0.07, -0.10, -0.02], [0.02, -0.05, -0.03], [-0.03, 0.00, 0.01], [0.27, -0.11, -0.46], [-0.33, 0.34, 0.62], [0.02, -0.02, -0.03], [0.00, -0.03, 0.05], [0.03, -0.01, -0.01], [0.00, 0.00, -0.04], [-0.08, 0.04, -0.02], [0.03, 0.03, 0.02], [0.02, -0.02, -0.05], [0.00, 0.03, 0.01], [0.00, -0.03, 0.02], [0.21, 0.01, -0.01], [-0.44, -0.08, 0.23], [0.10, 0.04, -0.11], [0.02, -0.08, -0.25], [0.00, 0.00, -0.03], [0.09, 0.15, 0.22], [0.07, -0.05, 0.01], [-0.15, 0.04, -0.10], [0.10, 0.03, -0.02], [-0.05, 0.07, 0.12], [-0.01, 0.03, -0.17], [-0.10, -0.04, 0.18], [0.02, 0.07, -0.10], [0.04, -0.02, -0.06], [0.01, -0.13, -0.29], [0.03, 0.01, 0.10], [-0.02, -0.09, 0.01], [0.06, 0.05, -0.03], [0.02, 0.05, 0.09], [-0.01, -0.07, 0.04], [-0.07, 0.04, -0.04], [0.10, -0.02, -0.11], [0.02, -0.08, -0.01], [0.05, 0.06, 0.16], [-0.03, 0.00, -0.01], [0.22, 0.01, -0.20], [0.02, 0.00, 0.06], [-0.05, 0.06, 0.01], [-0.01, -0.03, -0.02], [0.12, 0.07, 0.24], [-0.10, -0.04, 0.11], [-0.06, 0.02, -0.01], [-0.04, -0.11, -0.01], [-0.06, 0.06, 0.01], [0.07, 0.03, -0.09]],
  "total_charge": -1,
  "largest_force_ev_per_a": 0.78,
  "gap_ev": 7.46,
  "multiplicity": 1
}


{
  "formula": "C4H5O2Ru",
  "method": "ωB97M-V/def2-TZVPD",
  "symbols": ["C", "C", "C", "C", "O", "Ru", "H", "H", "H", "H", "O", "H"],
  "coordinates": [[-1.81107, 0.01676, 0.08909], [-0.53368, -0.39669, -0.56584], [0.60647, -0.45376, 0.12961], [1.93143, -0.25519, 0.26639], [2.69397, 0.44867, -0.53100], [4.24669, 0.57553, -1.29481], [-1.90195, -0.37568, 1.11755], [-2.65027, -0.42559, -0.47949], [-0.25820, -1.66246, -0.34448], [2.38763, -0.59219, 1.21105], [-1.90385, 1.43292, 0.09772], [-2.80718, 1.68768, 0.30420]],
  "forces_ev_per_a": [[-3.03, 1.15, -0.96], [3.12, -2.55, 4.78], [-2.51, 1.42, -3.93], [0.78, -1.14, 2.72], [-4.60, 0.14, 1.54], [5.22, 0.65, -2.66], [0.62, -0.24, -0.39], [0.20, 0.18, 0.20], [-0.54, 1.37, -0.61], [0.07, -0.11, -0.52], [0.95, -0.91, -0.09], [-0.29, 0.06, -0.07]],
  "s_squared": 8.77,
  "total_charge": 2,
  "largest_force_ev_per_a": 6.25,
  "gap_ev": [7.43, 5.29],
  "multiplicity": 6
}